The following is a DFT calculation (ωB97M-V/def2-TZVPD) of a 2-piece molecular cluster, C5H13N2O overall in a non-equilibrium geometry.

Properties
Max |F|   3.4 eV/Å
Calculated total energy   -10411.4250 eV
Charge   +1
2S+1   1

```
21
Properties=species:S:1:pos:R:3:forces:R:3
O 1.3463 0.9076 -0.6072 0.2 -0.9 0.7
N -0.7834 -0.3171 -1.9502 1.7 0.5 -1.0
N -1.0037 0.4467 0.8445 2.0 -0.8 2.7
C -1.7686 -0.5972 0.2149 -0.1 0.8 0.1
C 2.1887 0.4606 0.1989 -1.1 2.0 -0.3
C 2.3732 -0.8891 0.5125 1.4 -0.8 -0.1
C -0.3582 0.2366 2.1414 -2.5 0.2 -1.0
C -1.9706 -0.0912 -1.2029 -1.4 -0.6 -0.4
H -0.2500 1.1889 2.6556 0.4 0.1 -0.1
H -0.8282 -0.3286 -2.9639 -0.9 -0.3 0.1
H 3.2411 -1.0694 1.1539 -0.5 -0.2 0.2
H -2.7070 -0.7308 0.7794 0.1 0.2 -0.2
H -0.9286 -0.4506 2.7605 0.1 -0.1 0.0
H -0.0454 0.3648 -1.8112 -0.2 -0.2 0.4
H -2.7539 -0.6666 -1.6909 -0.2 -0.1 0.1
H -2.3604 0.9454 -1.1362 0.4 -0.2 -0.1
H 2.0152 -1.7322 -0.0731 -0.6 0.3 0.2
H -1.2663 -1.5732 0.2753 0.3 0.0 -0.2
H 0.6461 -0.2000 1.9737 1.1 -0.5 -0.3
H -0.2249 0.8324 0.3029 -0.6 1.0 -1.2
H 2.7216 1.2281 0.7622 0.5 -0.3 0.2
```
Forces are in eV/Å.

Mulliken population analysis, charges in e, atoms 1 to 6: atom 1 (O): -0.544, atom 2 (N): -0.490, atom 3 (N): -0.097, atom 4 (C): -0.446, atom 5 (C): 0.075, atom 6 (C): -0.361

---

The following is a DFT calculation (ωB97M-V/def2-TZVPD) of a 5-piece molecular cluster, C21H38BIN2O8S overall in a non-equilibrium geometry.

Properties
Max |F|   5.6 eV/Å
SMILES   CC[C@H](I)[C@H]1OC(=O)O[C@]1(N=C=S)B(O)N(C)C.CC(C)=O.CC(C)=O.CC(C)=O.CC(C)=O
Calculated total energy   -61363.0397 eV
2S+1   1

```
72
Properties=species:S:1:pos:R:3:forces:R:3
I 0.4759 -5.2423 2.4105 -1.1 0.5 -0.1
S -1.6269 1.6183 0.9078 1.0 -3.5 2.6
O 1.3322 -1.9318 1.4956 -1.7 1.1 -0.9
O 0.9407 2.0194 -2.8111 -0.2 0.5 -0.4
O -2.1461 -1.5491 0.1396 -3.5 -2.1 1.0
O -3.4170 -3.1442 1.3919 1.9 2.2 -2.0
O 4.9348 -2.7394 -0.9668 0.5 0.3 0.2
O -4.3105 3.3789 -4.9916 -0.3 -0.3 0.5
O -4.5608 -1.7017 -0.0496 5.3 -1.1 1.7
O 1.6771 1.7139 3.5191 -0.1 0.5 0.0
N -1.5512 -0.9846 2.2995 1.6 4.6 -2.3
N 0.4149 -1.7427 -0.8913 0.4 -0.7 1.6
C -5.9289 1.7171 -4.4714 0.1 0.0 -0.4
C -0.9840 -3.0176 4.7769 -0.2 0.3 1.5
C 0.7492 4.1616 -3.8229 0.3 0.0 0.3
C -4.9883 2.8425 -4.1321 0.4 0.3 -0.6
C 7.0891 -2.6901 0.0373 -0.1 -0.4 0.0
C 1.6091 -2.5715 -1.2786 0.8 0.3 -0.5
C -0.0579 3.3100 3.8303 -0.1 -0.4 0.0
C -1.9819 -3.4752 1.3874 0.6 -0.9 0.6
C -3.4548 -2.0587 0.4218 -3.3 0.3 -0.6
C -1.3903 0.2034 1.7722 -2.4 -1.8 0.1
C -1.3019 -2.0453 1.2640 -0.3 0.2 -2.4
C -1.9958 -4.0065 4.0439 -0.5 0.5 -0.3
C -4.9218 3.2748 -2.6899 0.3 0.3 -0.1
C 0.3952 2.7080 -3.6522 0.3 -0.4 0.4
C -0.6608 2.1415 -4.5612 0.0 -0.4 0.2
C 5.7612 -0.5565 -0.5173 -0.4 0.0 -0.2
C 5.8421 -2.0601 -0.5244 -0.6 -0.4 -0.3
C 0.7066 -0.3026 -1.1915 0.3 -0.1 -0.1
C 1.3803 2.8768 3.7272 0.1 -0.7 -0.1
C -1.5975 -4.4820 2.5683 -1.9 -0.3 0.3
C 2.4371 3.9365 3.8910 0.3 -0.3 0.0
B 0.2016 -1.9061 0.5978 1.8 -0.3 0.0
H -3.0033 -3.4416 3.9396 1.6 -0.9 0.0
H -1.0790 -3.2244 5.9143 0.2 0.3 -1.8
H -0.7063 2.4428 3.6918 0.1 0.1 0.0
H -0.8138 1.0854 -4.3270 0.1 0.1 0.0
H -4.2044 4.0925 -2.5898 -0.1 -0.1 0.0
H 7.9601 -2.3661 -0.5365 0.0 0.1 0.2
H 6.5732 -0.1377 -1.1157 0.1 0.1 0.2
H -4.5912 2.4407 -2.0669 -0.2 0.0 0.1
H 7.0083 -3.7771 -0.0326 0.0 0.2 0.0
H 1.4466 -3.6895 -1.0519 0.2 1.8 -0.4
H -0.3402 2.2260 -5.6017 -0.2 0.2 0.0
H 1.4474 -1.0575 1.9313 -0.1 -0.9 -0.1
H -5.9020 3.6272 -2.3621 0.0 -0.2 0.1
H -6.9534 2.0005 -4.2209 0.0 -0.2 0.2
H -1.2412 -1.8970 4.6699 0.3 -2.0 -0.2
H 5.8171 -0.1861 0.5087 0.2 0.1 -0.1
H -5.6416 0.8154 -3.9262 -0.2 0.1 0.1
H -2.2595 -4.9461 4.6652 0.8 1.5 -1.0
H 0.1198 -3.1480 4.5291 -1.5 0.0 0.1
H 2.3238 4.6973 3.1157 -0.1 0.1 0.2
H -0.1311 4.7822 -3.6421 0.0 0.0 -0.2
H 7.2041 -2.4145 1.0878 0.2 0.1 -0.1
H 1.3629 -0.2732 -2.1394 -1.2 0.1 1.6
H 4.8089 -0.2431 -0.9512 0.1 -0.1 0.1
H -0.2818 4.0425 3.0519 0.0 0.1 0.2
H -0.2486 3.7358 4.8179 0.0 0.2 -0.1
H -0.2673 0.2625 -1.3759 1.5 -0.7 0.3
H 1.5231 4.4328 -3.1013 -0.1 -0.1 -0.1
H 1.3046 0.1333 -0.3026 -0.8 -0.1 -1.5
H -1.8482 -4.0665 0.4003 0.4 1.2 1.5
H 1.7667 -2.3954 -2.4123 -0.3 -0.6 1.8
H -1.6033 2.6730 -4.4101 0.0 0.1 -0.3
H 1.1337 4.3347 -4.8303 -0.2 0.1 0.0
H 3.4248 3.4809 3.7927 -0.1 0.0 0.0
H -5.8747 1.5108 -5.5426 0.0 0.1 0.1
H 2.3580 4.3904 4.8812 -0.1 0.2 -0.1
H 2.5671 -2.2049 -0.7589 -1.3 -0.7 -0.7
H -2.2301 -5.4328 2.3706 1.1 1.6 0.2
```
Forces are in eV/Å.

Mulliken population analysis, charges in e, atoms 1 to 6: atom 1 (I): 0.057, atom 2 (S): -0.101, atom 3 (O): -0.456, atom 4 (O): -0.496, atom 5 (O): -0.238, atom 6 (O): -0.391

---

Gap between HOMO and LUMO
In order: 4.4, 7.9
Unit: eV
Lowest unoccupied orbital energy
In order: -8.62, -0.52
Unit: eV